[1]
Computed, not measured: a cluster of 2 separate species, C20H19BrNO6S in total in a non-equilibrium geometry, with ωB97M-V/def2-TZVPD.

Each line ends with the Mulliken charge.
Positions of all 48 atoms, in Å:
Br (2.478, 0.110, 2.123)  -0.271
C (0.583, 0.101, 2.094)  0.059
C (-0.116, -1.122, 2.067)  -0.270
C (-1.504, -1.131, 2.039)  -0.670
C (-2.239, 0.090, 2.055)  0.285
S (-3.901, 0.086, 2.042)  -0.488
C (-1.515, 1.316, 2.076)  -0.518
C (-0.127, 1.319, 2.098)  -0.367
H (0.436, -2.056, 2.069)  0.361
H (-2.059, -2.064, 2.007)  0.325
H (-2.077, 2.243, 2.088)  0.307
H (0.415, 2.259, 2.120)  0.351
C (-4.824, 4.751, 7.850)  -1.224
C (-4.175, 3.953, 6.762)  -0.159
O (-4.844, 2.680, 6.676)  -0.263
C (-4.222, 1.879, 5.792)  -0.380
C (-4.942, 0.575, 5.581)  0.993
C (-4.260, -0.581, 5.689)  -0.643
C (-4.853, -1.910, 5.601)  0.390
C (-5.625, -2.298, 4.477)  -0.147
C (-6.232, -3.535, 4.417)  -0.554
C (-6.085, -4.424, 5.501)  0.010
N (-6.772, -5.670, 5.480)  0.935
O (-6.627, -6.457, 6.442)  -0.613
O (-7.506, -5.942, 4.502)  -0.600
C (-5.305, -4.079, 6.624)  -0.483
C (-4.680, -2.846, 6.653)  -0.480
C (-6.431, 0.651, 5.350)  0.635
O (-7.202, -0.283, 5.517)  -0.637
O (-6.862, 1.857, 4.943)  -0.231
C (-8.292, 1.840, 4.773)  -0.176
C (-8.778, 3.247, 4.624)  -1.245
O (-3.186, 2.186, 5.226)  -0.570
H (-4.326, 5.719, 7.897)  0.397
H (-5.885, 4.926, 7.655)  0.270
H (-4.708, 4.269, 8.824)  0.300
H (-4.271, 4.452, 5.790)  0.298
H (-3.117, 3.776, 6.979)  0.319
H (-3.204, -0.477, 5.948)  0.465
H (-5.703, -1.613, 3.630)  0.341
H (-6.840, -3.829, 3.565)  0.451
H (-5.225, -4.787, 7.445)  0.459
H (-4.077, -2.550, 7.513)  0.429
H (-8.531, 1.239, 3.886)  0.296
H (-8.744, 1.376, 5.655)  0.326
H (-9.851, 3.206, 4.435)  0.404
H (-8.630, 3.813, 5.548)  0.273
H (-8.303, 3.772, 3.792)  0.311

Values from the calculation:
Energy relative to the best compared isomer or geometry (same formula, charge and spin) in eV: 0.0000
Charge: -1


[2]
Computed, not measured: an isolated molecule of C20H19ClN2O3, with ωB97M-V/def2-TZVPD.

Each line ends with the Mulliken charge.
Positions of all 45 atoms, in Å:
C (-1.772, -2.990, -0.076)  -1.864
C (-2.039, -1.541, 0.176)  1.223
C (-1.223, -0.751, 0.912)  -0.129
C (0.083, -1.092, 1.481)  0.116
O (0.564, -0.490, 2.417)  -0.651
O (0.734, -2.080, 0.839)  -0.297
C (2.106, -2.284, 1.194)  -1.129
C (2.991, -1.472, 0.285)  0.705
C (3.645, -2.067, -0.786)  -0.632
C (4.420, -1.306, -1.643)  -0.553
C (4.540, 0.059, -1.442)  -0.548
C (3.885, 0.659, -0.380)  -0.590
C (3.115, -0.102, 0.481)  -0.015
C (-1.581, 0.688, 1.220)  -0.111
C (-0.499, 1.624, 0.709)  -0.475
C (0.179, 2.444, 1.604)  -0.162
C (1.186, 3.292, 1.183)  -0.829
C (1.532, 3.340, -0.157)  -0.520
C (0.874, 2.533, -1.066)  -0.646
C (-0.131, 1.683, -0.632)  1.116
Cl (-0.921, 0.700, -1.815)  -0.205
N (-2.874, 1.015, 0.667)  -0.048
C (-3.618, 0.274, -0.177)  0.565
O (-4.624, 0.708, -0.699)  -0.700
N (-3.203, -1.046, -0.368)  -0.008
C (-4.049, -1.860, -1.212)  -1.202
H (-1.489, -3.143, -1.117)  0.373
H (-0.961, -3.342, 0.548)  0.386
H (-2.662, -3.581, 0.128)  0.478
H (2.288, -3.354, 1.073)  0.424
H (2.247, -1.990, 2.239)  0.373
H (3.548, -3.131, -0.947)  0.349
H (4.928, -1.778, -2.471)  0.386
H (5.143, 0.653, -2.113)  0.392
H (3.974, 1.722, -0.218)  0.456
H (2.603, 0.368, 1.308)  0.488
H (-1.624, 0.810, 2.315)  0.474
H (-0.082, 2.396, 2.650)  0.357
H (1.700, 3.914, 1.900)  0.377
H (2.313, 4.002, -0.497)  0.483
H (1.135, 2.554, -2.113)  0.457
H (-3.180, 1.972, 0.765)  0.275
H (-4.823, -1.203, -1.609)  0.432
H (-3.482, -2.287, -2.039)  0.322
H (-4.527, -2.660, -0.643)  0.306

Values from the calculation:
Structure (SMILES): CC1=C(C(=O)OCc2ccccc2)[C@@H](c2ccccc2Cl)NC(=O)N1C
Energy relative to the best compared isomer or geometry (same formula, charge and spin) in eV: 0.0208


[3]
Computed, not measured: an isolated molecule of C20H19ClN2O4, with ωB97M-V/def2-TZVPD.

Each line ends with the Mulliken charge.
Positions of all 46 atoms, in Å:
C (-4.640, -0.375, -1.010)  -1.196
N (-3.597, 0.625, -0.957)  0.055
C (-3.810, 1.758, -0.080)  -0.948
C (-3.631, 1.361, 1.399)  0.087
C (-4.786, 0.675, 1.911)  0.174
N (-5.725, 0.147, 2.297)  -0.477
C (-2.334, 0.428, -1.393)  0.590
O (-1.465, 1.274, -1.286)  -0.709
C (-1.996, -0.908, -2.068)  -0.515
O (-0.738, -1.347, -1.571)  -0.224
C (-0.657, -1.391, -0.238)  0.636
O (-1.601, -1.139, 0.479)  -0.634
C (0.665, -1.825, 0.263)  0.226
C (0.681, -2.476, 1.496)  -0.611
C (1.858, -2.951, 2.035)  -0.644
C (3.045, -2.777, 1.341)  -0.532
C (3.049, -2.107, 0.132)  -0.188
C (1.870, -1.616, -0.423)  0.407
O (1.960, -0.964, -1.621)  -0.551
C (1.715, 0.444, -1.584)  0.015
C (2.706, 1.127, -0.675)  -0.403
C (4.003, 1.352, -1.121)  -0.503
C (4.960, 1.914, -0.297)  -0.708
C (4.630, 2.262, 1.002)  -0.370
C (3.347, 2.045, 1.470)  -0.661
C (2.395, 1.476, 0.636)  1.133
Cl (0.805, 1.215, 1.269)  -0.114
H (-4.761, -0.749, -2.026)  0.373
H (-5.577, 0.085, -0.702)  0.421
H (-4.434, -1.208, -0.331)  0.340
H (-4.807, 2.171, -0.255)  0.491
H (-3.057, 2.506, -0.337)  0.383
H (-3.460, 2.253, 2.006)  0.380
H (-2.762, 0.702, 1.486)  0.001
H (-2.743, -1.680, -1.878)  0.489
H (-1.852, -0.763, -3.141)  0.228
H (-0.258, -2.603, 2.014)  0.470
H (1.852, -3.456, 2.988)  0.425
H (3.973, -3.148, 1.750)  0.406
H (3.969, -1.944, -0.407)  0.485
H (0.689, 0.673, -1.285)  -0.357
H (1.860, 0.767, -2.618)  0.511
H (4.256, 1.072, -2.134)  0.411
H (5.961, 2.081, -0.667)  0.390
H (5.369, 2.703, 1.653)  0.383
H (3.077, 2.309, 2.480)  0.437

Values from the calculation:
Structure (SMILES): CN(CCC#N)C(=O)COC(=O)c1ccccc1OCc1ccccc1Cl
Energy relative to the best compared isomer or geometry (same formula, charge and spin) in eV: 0.6663


[4]
Computed, not measured: an isolated molecule of C20H19ClN4O4S2 in a non-equilibrium geometry, with ωB97M-V/def2-TZVPD.

Each line ends with the Mulliken charge.
Positions of all 50 atoms, in Å:
C (-3.055, 3.501, -2.329)  -0.897
C (-2.715, 2.291, -1.929)  -0.111
C (-1.305, 1.771, -1.925)  -1.098
N (-0.982, 1.121, -0.682)  0.692
C (-1.245, -0.186, -0.371)  0.130
S (-1.996, -1.293, -1.487)  -0.268
C (-0.591, -2.467, -1.758)  -1.155
C (0.056, -2.842, -0.481)  -0.434
C (-0.427, -3.836, 0.334)  1.049
C (-1.562, -4.738, 0.240)  0.292
O (-1.802, -5.578, 1.077)  -0.643
O (-2.324, -4.555, -0.856)  -0.216
C (-3.461, -5.398, -0.952)  -0.741
S (0.510, -4.013, 1.796)  -0.361
C (1.556, -2.731, 1.315)  0.004
N (2.603, -2.357, 2.057)  -0.397
C (1.203, -2.194, 0.069)  -0.202
C (1.927, -1.035, -0.419)  1.380
O (2.888, -0.542, 0.145)  -0.806
O (1.452, -0.498, -1.565)  -0.199
C (2.166, 0.629, -2.046)  -0.760
N (-0.797, -0.472, 0.821)  -0.162
N (-0.204, 0.620, 1.303)  -0.794
C (-0.316, 1.583, 0.419)  0.720
C (0.252, 2.910, 0.587)  -0.016
C (1.503, 3.018, 1.195)  -0.618
C (2.090, 4.255, 1.369)  -0.766
C (1.422, 5.393, 0.939)  0.370
Cl (2.155, 6.943, 1.146)  -0.216
C (0.170, 5.303, 0.352)  -0.896
C (-0.415, 4.062, 0.178)  -0.197
H (-4.080, 3.827, -2.335)  0.266
H (-2.324, 4.212, -2.680)  0.304
H (-3.455, 1.581, -1.587)  0.278
H (-1.210, 1.015, -2.715)  0.499
H (-0.587, 2.576, -2.101)  0.579
H (0.103, -1.979, -2.437)  0.567
H (-1.066, -3.321, -2.235)  0.683
H (-3.997, -5.081, -1.842)  0.234
H (-3.154, -6.443, -1.037)  0.303
H (-4.088, -5.289, -0.065)  0.313
H (2.664, -2.652, 3.016)  0.191
H (3.071, -1.510, 1.745)  0.278
H (2.091, 1.461, -1.341)  0.230
H (3.220, 0.380, -2.179)  0.326
H (1.712, 0.891, -3.000)  0.239
H (2.003, 2.120, 1.521)  0.493
H (3.060, 4.341, 1.833)  0.428
H (-0.346, 6.198, 0.041)  0.432
H (-1.404, 3.996, -0.248)  0.673

Values from the calculation:
Structure (SMILES): C=CCn1c(SCc2c(C(=O)OC)sc(N)c2C(=O)OC)nnc1-c1ccc(Cl)cc1
Energy relative to the best compared isomer or geometry (same formula, charge and spin) in eV: 0.2438


[5]
Computed, not measured: an isolated molecule of C20H19F2N3O3S in a non-equilibrium geometry, with ωB97M-V/def2-TZVPD.

Each line ends with the Mulliken charge.
Positions of all 48 atoms, in Å:
O (0.278, -5.004, 0.158)  -0.645
C (0.784, -3.910, 0.133)  0.125
C (0.036, -2.610, 0.201)  -0.084
C (-1.469, -2.870, 0.268)  -1.242
N (-2.216, -1.637, 0.373)  0.319
C (-2.158, -0.812, 1.480)  -0.005
O (-1.538, -1.060, 2.481)  -0.645
C (-2.912, 0.452, 1.123)  0.257
C (-1.842, 1.460, 0.668)  -0.482
C (-2.441, 2.574, -0.179)  -1.033
C (-3.074, 1.975, -1.428)  -0.600
C (-4.235, 1.068, -1.037)  -1.121
C (-3.820, 0.002, -0.025)  0.148
C (-3.067, -1.176, -0.615)  0.317
O (-3.191, -1.679, -1.699)  -0.643
N (2.163, -3.819, 0.039)  -0.061
C (2.972, -2.726, -0.013)  0.470
N (2.625, -1.492, 0.033)  -0.250
C (3.697, -0.647, -0.060)  -0.329
C (3.478, 0.793, -0.023)  0.874
C (4.463, 1.693, -0.430)  -0.916
C (4.238, 3.054, -0.385)  -0.503
C (3.022, 3.534, 0.068)  0.203
F (2.802, 4.858, 0.110)  -0.312
C (2.033, 2.646, 0.473)  0.520
F (0.853, 3.115, 0.912)  -0.308
C (2.253, 1.284, 0.428)  -0.444
C (4.904, -1.277, -0.174)  -0.566
S (4.717, -2.986, -0.170)  -0.243
H (0.360, -2.068, 1.092)  0.432
H (0.293, -2.001, -0.668)  0.373
H (-1.810, -3.381, -0.635)  0.445
H (-1.688, -3.493, 1.139)  0.258
H (-3.463, 0.855, 1.974)  0.565
H (-1.091, 0.940, 0.066)  0.043
H (-1.342, 1.867, 1.547)  0.441
H (-3.195, 3.116, 0.395)  0.413
H (-1.653, 3.278, -0.449)  0.387
H (-2.327, 1.400, -1.979)  0.336
H (-3.440, 2.765, -2.086)  0.358
H (-5.031, 1.675, -0.602)  0.436
H (-4.633, 0.563, -1.918)  0.373
H (-4.734, -0.437, 0.398)  0.344
H (2.629, -4.719, -0.002)  0.256
H (5.409, 1.329, -0.796)  0.293
H (4.993, 3.757, -0.699)  0.445
H (1.482, 0.603, 0.751)  0.612
H (5.883, -0.851, -0.239)  0.391

Values from the calculation:
Structure (SMILES): O=C(CCN1C(=O)[C@H]2CCCC[C@H]2C1=O)Nc1nc(-c2ccc(F)c(F)c2)cs1
E in eV: -47933.7267